# 1
Here is a structure of composition C30H25BrIrN3O5S3 in a non-equilibrium geometry from OMol25. Energies are from ωB97M-V/def2-TZVPD.

XYZ file:
```
68
Properties=species:S:1:pos:R:3:forces:R:3:lowdin_charge:R:1
Ir 1.67113 -1.83037 -1.14339 0.6 -3.9 1.0 0.792
O 2.86023 2.11193 1.53191 0.4 -0.1 -0.1 0.082
C 1.80713 2.73403 2.09951 -0.5 0.3 0.3 -0.260
C 2.08193 3.81983 2.92931 0.1 -0.2 -0.2 0.011
C 1.05463 4.50343 3.54121 -0.1 0.0 0.0 -0.055
C -0.26727 4.12143 3.35111 -0.2 -0.1 0.0 -0.073
C -0.55287 3.04203 2.53941 0.1 0.0 -0.1 -0.022
C 0.47153 2.35513 1.89171 0.2 -0.4 -0.3 -0.103
C 0.18903 1.13353 1.05321 -0.7 0.2 -0.3 -0.264
O 0.75623 0.09593 1.86731 0.2 -0.4 1.1 -0.045
N 0.84193 1.19153 -0.22799 0.3 0.2 -0.5 0.009
N 0.45833 0.36253 -1.24019 0.1 -0.9 0.6 -0.040
C 0.66133 0.85993 -2.46889 0.6 0.8 -0.5 -0.227
C 0.37503 0.26313 -3.62909 -0.3 -0.2 0.2 0.005
Br 3.51563 -1.08367 -2.45869 -0.2 0.0 0.2 0.067
C 0.01603 0.04683 -4.86179 0.2 -0.1 0.0 -0.020
C -1.10897 0.74093 -5.49839 -0.5 0.3 -0.1 -0.223
C -2.11527 1.32953 -4.72839 0.1 -0.1 -0.2 -0.038
C -3.10797 2.07323 -5.33379 -0.1 0.1 0.0 -0.074
C -3.10557 2.25693 -6.70989 0.1 0.0 0.0 -0.071
C -2.11127 1.67313 -7.48129 -0.1 0.1 0.0 -0.068
C -1.12397 0.90963 -6.88439 0.1 -0.1 0.3 -0.030
H 2.60613 1.28143 1.10821 0.0 0.1 0.1 0.085
H 3.11623 4.08243 3.08541 0.1 0.1 0.0 0.127
H 1.27963 5.33223 4.19161 0.1 0.1 0.1 0.114
H -1.06597 4.65213 3.84811 0.0 0.0 0.0 0.108
H -1.57657 2.72133 2.40221 -0.1 0.0 -0.1 0.111
H -0.89037 0.94403 0.93681 0.3 0.1 0.0 0.151
H 1.15953 2.11583 -0.51589 -0.1 -0.1 0.1 0.155
H 1.16593 1.83133 -2.54049 0.0 -0.1 0.0 0.140
H 0.58093 -0.62867 -5.49369 0.2 0.0 0.0 0.130
H -2.10427 1.19303 -3.65639 -0.1 0.0 0.1 0.107
H -3.88077 2.53363 -4.73579 -0.1 0.0 0.1 0.106
H -3.86207 2.86903 -7.17889 -0.1 0.0 0.0 0.108
H -2.10147 1.82893 -8.54839 0.0 0.0 -0.1 0.109
H -0.33827 0.47793 -7.48609 0.1 -0.1 -0.1 0.115
S 1.79323 -4.41937 -1.68529 0.0 2.3 -0.3 0.710
C 2.55913 -4.29857 -0.17779 0.5 -0.6 0.6 -1.100
N 2.82083 -3.10167 0.30671 -1.7 0.4 -3.2 -0.112
C 3.45493 -3.13107 1.50261 0.9 0.1 1.7 -0.312
C 3.89373 -2.02947 2.24111 -0.2 -0.3 -0.3 -0.004
C 4.53163 -2.25407 3.43911 0.1 -0.2 0.1 -0.058
C 4.74193 -3.55477 3.90831 0.0 0.0 0.0 -0.065
C 4.32373 -4.65817 3.19101 0.0 0.1 0.0 -0.072
C 3.68273 -4.44497 1.98211 -0.2 0.8 -0.4 -0.446
S 3.06293 -5.61307 0.85381 -0.2 0.5 -0.4 1.104
H 3.72533 -1.03327 1.86331 0.0 0.1 0.0 0.108
H 4.88473 -1.41507 4.01881 0.0 0.1 0.1 0.112
H 5.24403 -3.70937 4.85011 0.1 0.0 0.1 0.110
H 4.49663 -5.65657 3.56111 0.0 -0.1 0.0 0.116
C -5.35637 0.68823 1.57301 -0.1 0.0 0.0 -0.031
C -4.10357 -0.12157 1.55821 0.2 -0.1 -0.1 -0.246
C -3.76447 -0.88197 0.43951 0.1 0.1 0.2 -0.005
C -2.56157 -1.56267 0.39171 -0.1 -0.1 -0.2 -0.036
C -1.71697 -1.50847 1.48621 0.5 -0.4 -0.1 -0.291
C -2.05327 -0.81997 2.63941 -0.1 0.0 0.3 -0.042
C -3.24857 -0.12227 2.66251 0.2 -0.2 -0.1 -0.014
S -0.16707 -2.32877 1.32441 -0.3 0.5 1.2 0.712
O 0.21623 -3.11717 2.43891 -0.3 0.3 0.1 -0.186
O -0.07717 -2.92677 0.01291 0.3 0.6 -0.8 -0.415
O 0.94613 -1.11067 1.13921 -0.4 0.1 -0.2 -0.329
H -5.76887 0.77273 0.57171 -0.1 0.1 0.0 0.083
H -5.17437 1.68443 1.97181 0.0 0.1 0.0 0.089
H -6.10327 0.21753 2.20871 -0.1 0.0 0.1 0.097
H -4.44457 -0.93757 -0.39779 0.0 0.0 -0.1 0.124
H -2.27657 -2.14507 -0.46969 0.0 0.0 -0.1 0.120
H -1.38757 -0.82807 3.48841 0.0 0.0 0.1 0.133
H -3.52947 0.42213 3.55081 0.0 0.1 0.1 0.127
```
Positions in Å, forces in eV/Å.

Output
Energy above the lowest of the compared OMol25 structures with the same formula, charge and spin: 694.5 kJ/mol
HOMO-LUMO gap (alpha / beta): 5.8 / 6.1 eV
Molecular weight: 875.87 g mol⁻¹
Charge: +1
LUMO (alpha / beta): -5.04 / -4.83 eV
2S+1: 2
HOMO (alpha / beta): -10.889 / -10.894 eV
Expectation value of S²: 1.08
Calculated total energy: -151597.6453 eV

=====

# 2
Here is a structure of composition C25H24N16O3S3Ti from OMol25. Energies are from ωB97M-V/def2-TZVPD.

XYZ file:
```
72
Properties=species:S:1:pos:R:3:forces:R:3:lowdin_charge:R:1
Ti -0.91806 0.08443 0.82206 -0.3 0.0 0.4 0.901
N 1.42067 -2.51138 1.26215 0.0 0.0 0.0 0.169
C 1.24200 -1.58136 2.24419 0.0 -0.1 0.0 -0.459
N 2.01467 -1.43753 3.29340 0.0 -0.1 0.0 0.066
N 1.45649 -0.41317 3.98631 0.0 -0.1 0.0 -0.032
N 0.41746 0.03180 3.40791 0.1 0.0 0.0 -0.009
N 0.21595 -0.71103 2.26692 0.1 0.1 -0.1 -0.079
C 0.76367 -2.46778 0.05900 0.0 0.0 0.0 -0.450
N 0.89384 -3.39266 -0.86996 0.1 0.0 0.0 0.057
N 0.05900 -2.99336 -1.85237 0.0 -0.1 0.1 -0.052
N -0.54293 -1.91214 -1.53605 0.0 0.0 0.0 -0.020
N -0.10949 -1.51709 -0.30359 0.0 -0.1 -0.2 -0.053
H 2.21880 -3.11844 1.34025 0.0 0.0 0.0 0.153
N -3.97386 -2.90712 0.29913 0.0 0.0 0.0 0.137
C -3.54132 -3.50372 1.46449 0.1 0.0 0.0 -0.047
C -2.56376 -2.69590 1.96331 -0.1 -0.1 0.0 -0.090
N -2.40535 -1.62421 1.12836 0.1 0.0 0.0 0.007
C -3.25178 -1.78013 0.13497 0.0 0.2 -0.1 -0.261
C -3.22359 -0.78573 -0.91829 0.0 0.0 0.3 -0.276
N -2.26383 0.12226 -0.87447 -0.1 0.1 0.0 -0.035
C -2.45251 0.96285 -1.94056 -0.1 0.0 -0.1 -0.102
C -3.55410 0.55291 -2.62447 0.0 0.0 0.0 -0.030
N -4.03803 -0.55518 -1.95848 0.1 -0.1 0.0 0.141
H -4.64284 -3.29256 -0.34312 0.0 0.0 0.0 0.163
H -3.95629 -4.42906 1.81891 0.0 0.0 0.0 0.118
H -1.97615 -2.80469 2.85886 0.0 0.0 0.0 0.122
H -1.78734 1.78393 -2.13352 0.0 0.0 0.0 0.060
H -4.02652 0.93683 -3.50915 0.0 0.0 0.0 0.121
H -4.86068 -1.07545 -2.20431 0.0 0.0 0.0 0.164
S -2.60018 1.40511 1.68583 -0.1 0.0 -0.2 0.749
C -2.33106 1.20502 3.43365 0.1 0.1 -0.1 -0.628
C -1.56784 2.14675 4.11075 0.0 0.1 0.1 -0.122
C -1.37364 2.01183 5.47450 0.0 0.0 0.0 -0.076
C -1.92601 0.93848 6.15862 0.0 0.0 0.0 -0.086
C -2.68999 0.00152 5.47804 0.0 0.0 0.0 -0.087
C -2.90067 0.13623 4.11447 0.0 0.0 0.0 -0.132
H -1.10780 2.95374 3.55554 0.0 0.0 0.0 0.085
H -0.76975 2.73763 6.00250 0.0 0.0 0.0 0.107
H -1.75940 0.83074 7.22209 0.0 0.0 0.0 0.101
H -3.12571 -0.83448 6.01063 0.0 0.0 0.0 0.100
H -3.50565 -0.58184 3.57485 0.0 0.0 0.0 0.087
O 2.21145 0.25526 0.01872 0.0 0.0 0.2 0.054
C 1.67082 1.33937 -0.01953 -0.2 0.2 -0.1 -0.508
N 0.33952 1.57329 0.33668 0.1 -0.1 0.0 -0.179
S -0.04476 3.20643 0.25754 0.0 0.0 -0.1 0.622
O -0.21371 3.75401 1.56928 0.0 0.0 0.0 -0.285
O -1.08335 3.41356 -0.71118 0.0 0.0 0.1 -0.301
C 1.51815 3.68928 -0.38610 0.0 -0.1 0.0 -0.221
C 1.92089 4.94780 -0.78102 0.0 0.0 0.0 -0.019
C 3.21982 5.07274 -1.25579 -0.1 0.0 0.0 -0.054
C 4.06997 3.97111 -1.31928 0.0 0.0 0.0 -0.050
C 3.64102 2.71602 -0.91618 0.0 0.0 0.0 0.006
C 2.34466 2.59212 -0.45030 0.0 0.0 0.0 -0.170
H 1.25249 5.79563 -0.72524 0.0 0.0 0.0 0.125
H 3.57628 6.04029 -1.58260 0.0 0.0 0.0 0.109
H 5.07602 4.09930 -1.69535 0.0 0.0 0.0 0.108
H 4.28577 1.84953 -0.96716 0.0 0.0 0.0 0.124
S 0.81048 1.18351 -3.15427 0.0 0.0 0.0 0.648
C 1.57098 -0.30993 -3.38760 0.1 0.1 -0.2 -0.854
N 2.59234 -0.70969 -2.62143 0.1 0.0 -0.1 0.033
C 3.36200 -1.93434 -2.80674 0.0 0.0 0.0 -0.170
C 3.20884 -2.43679 -4.23218 0.0 0.0 0.0 -0.162
C 1.73435 -2.44865 -4.60002 0.0 -0.1 0.0 -0.187
N 1.20645 -1.11019 -4.40396 0.0 0.0 0.0 0.004
H 2.77793 -0.14429 -1.80519 -0.1 -0.1 0.0 0.078
H 3.02417 -2.69604 -2.10199 0.0 0.0 0.0 0.095
H 4.40796 -1.71081 -2.58847 0.0 0.0 0.0 0.120
H 3.62626 -3.44049 -4.31086 0.0 0.0 0.0 0.115
H 3.74761 -1.78702 -4.92515 0.0 0.0 0.0 0.118
H 1.19303 -3.16875 -3.97881 0.0 0.0 0.0 0.090
H 1.59967 -2.71710 -5.64818 0.0 0.0 0.0 0.118
H 0.39646 -0.80124 -4.91100 0.0 0.0 0.0 0.112
```
Positions in Å, forces in eV/Å.

Output
Energy above the lowest of the compared OMol25 structures with the same formula, charge and spin: 0.0 kJ/mol
HOMO-LUMO gap: 6.6 eV
Molecular weight: 740.64 g mol⁻¹
LUMO: -1.03 eV
2S+1: 1
HOMO: -7.636 eV
Calculated total energy: -111922.8004 eV

=====

# 3
Here is a structure of composition Cl9F2O36Sr2 in a non-equilibrium geometry from OMol25. Energies are from ωB97M-V/def2-TZVPD.

XYZ file:
```
49
Properties=species:S:1:pos:R:3:forces:R:3:lowdin_charge:R:1
Sr -0.24768 0.16018 0.06670 0.0 0.0 -0.8 1.539
Sr -2.79130 -1.73367 2.95885 3.4 1.1 -4.6 1.579
F -2.77029 -0.16131 0.64094 0.3 -1.2 2.0 -0.722
F -0.37819 -1.62220 2.00382 -2.3 0.5 0.9 -0.716
Cl 3.39368 -1.29953 4.58356 0.6 -4.1 -5.0 0.556
O 2.52609 -1.78128 3.53523 -1.9 1.9 0.8 -0.344
O 4.55462 -2.06370 4.27248 3.6 -0.2 0.7 -0.426
O 3.68607 0.07941 4.54488 -0.5 1.6 1.0 -0.347
O 2.96327 -1.81007 5.83501 -1.7 0.6 3.4 -0.442
Cl 3.91854 0.30897 0.47725 0.5 3.5 0.8 0.611
O 2.68132 -0.33939 0.23024 -1.3 -0.9 -1.1 -0.385
O 4.89797 -0.66403 0.86517 0.4 -0.3 0.5 -0.372
O 4.45130 1.11114 -0.59827 0.3 -1.2 -1.8 -0.397
O 3.64542 1.35160 1.44651 0.3 -0.8 1.7 -0.393
Cl -2.41736 -5.12773 0.93381 4.6 -2.3 0.6 0.627
O -2.11792 -6.08341 -0.06139 -1.4 -0.2 -3.6 -0.360
O -2.25500 -3.72023 0.57288 -2.4 -0.7 0.5 -0.359
O -3.71160 -5.59300 1.48816 -0.4 2.0 0.8 -0.461
O -1.27672 -5.41706 1.79687 -1.2 1.1 2.8 -0.390
Cl 2.53424 -4.86402 -1.00901 -5.9 2.8 2.8 0.618
O 3.73079 -4.75627 -1.65979 5.2 -0.4 -3.4 -0.394
O 2.53718 -3.76370 -0.00281 -0.5 -2.7 -0.8 -0.357
O 1.39951 -4.62822 -1.93316 1.5 -0.9 1.0 -0.391
O 2.41904 -6.23038 -0.45308 0.1 0.6 0.2 -0.459
Cl -3.35673 4.43644 2.55347 4.2 -9.3 4.3 0.533
O -2.27184 5.08326 3.25252 -0.2 2.1 -0.9 -0.381
O -2.93331 3.22180 1.94572 3.0 -1.7 -0.1 -0.369
O -4.19273 3.90475 3.61002 -2.7 1.3 2.5 -0.481
O -4.06175 4.94558 1.54766 -4.8 7.6 -4.8 -0.298
Cl -1.15420 -1.94324 -3.20369 -2.9 0.5 0.8 0.623
O -0.60468 -1.29480 -2.04164 0.7 -0.7 1.0 -0.473
O -0.24264 -1.85706 -4.26741 1.3 -0.2 -1.5 -0.344
O -1.53750 -3.32968 -2.97737 0.6 0.4 0.3 -0.386
O -2.36861 -1.20010 -3.49180 -0.1 -0.3 -0.6 -0.385
Cl -3.71499 3.55160 -2.14342 0.9 -4.9 8.3 0.562
O -3.35519 4.89906 -2.20195 1.7 2.7 -0.2 -0.358
O -4.29669 3.15428 -3.29908 -0.2 -2.1 -9.3 -0.385
O -2.75225 2.59481 -1.48414 -0.2 2.7 -3.1 -0.346
O -4.84647 3.32282 -1.31312 -3.0 1.7 3.8 -0.448
Cl 0.90171 4.11861 0.13145 -4.3 4.7 -2.3 0.620
O 0.70092 2.92145 0.83653 0.1 -2.0 2.2 -0.383
O 1.03046 5.37151 0.95327 -0.7 -1.6 0.7 -0.458
O 2.07225 4.11935 -0.60491 3.2 -1.0 -1.9 -0.345
O -0.28016 4.27980 -0.76227 1.8 0.1 1.5 -0.379
Cl 1.22872 1.65047 -3.54659 -4.6 -0.2 2.6 0.571
O 1.38796 3.01936 -3.76321 1.8 3.4 -1.1 -0.369
O 0.79585 1.08630 -4.79051 0.4 -1.1 -0.9 -0.387
O 2.30792 1.02536 -2.93478 3.4 -1.4 -0.4 -0.323
O 0.17097 1.56617 -2.53961 -0.7 -0.7 -0.3 -0.425
```
Positions in Å, forces in eV/Å.

Output
HOMO-LUMO gap: 2.2 eV
Molecular weight: 1108.28 g mol⁻¹
Charge: -7
LUMO: 9.41 eV
2S+1: 1
HOMO: 7.222 eV
Calculated total energy: -193425.1717 eV

=====

Question: Among the records above, which one has the highest calculated total energy?
Answer: C25H24N16O3S3Ti

=====

Question: Among the records above, which one has the lowest calculated total energy?
Answer: Cl9F2O36Sr2

=====

Question: What is the calculated total energy in the first record?
Answer: -151597.6453 eV